No. 1
Formula: C16H14Cl3GeN2O2Sn
Source: the Open Molecules 2025 dataset
Level of theory: ωB97M-V/def2-TZVPD

```
39
Properties=species:S:1:pos:R:3:forces:R:3
Sn 0.663392 -0.500241 0.025184 -0.8220 0.4193 0.6863
O 2.224288 0.564661 -1.220383 -0.6770 -0.8237 0.0594
C 2.906526 1.590036 -0.783505 0.2570 0.4367 0.2991
C 4.313994 1.589624 -0.910752 -0.1267 -0.1369 -0.0937
C 5.076428 2.655387 -0.495542 -0.1369 0.0240 0.0476
C 4.472512 3.788537 0.057510 0.0745 0.0744 -0.0324
C 3.102789 3.828316 0.167901 -0.0216 0.0982 0.0485
C 2.301879 2.746555 -0.220792 0.3299 -0.3160 -0.1606
C 0.878741 2.845431 -0.039578 -0.0498 0.0446 0.1000
N 0.081789 1.859952 0.110724 0.1357 -0.4340 -0.2549
C -1.326810 2.102886 0.293970 -0.2469 -0.0923 0.1491
C -2.109153 1.180538 -0.622769 -0.0378 0.2806 -0.1713
N -1.694844 -0.199387 -0.436382 0.7563 -0.1376 0.0468
C -2.563594 -1.109632 -0.711937 -0.0441 0.0154 -0.0200
C -2.429708 -2.528581 -0.662277 0.1860 -0.2625 0.0591
C -3.496590 -3.295740 -1.170283 -0.0751 -0.0342 -0.0852
C -3.466115 -4.664901 -1.168673 -0.1349 -0.0178 0.0020
C -2.350033 -5.322552 -0.627651 -0.0008 0.1688 0.0030
C -1.293837 -4.608646 -0.124830 0.1318 -0.0084 0.0344
C -1.286946 -3.190886 -0.131935 -0.2632 -0.0586 -0.3225
O -0.273520 -2.549411 0.345310 0.5271 0.5272 0.1106
H 4.767168 0.711409 -1.352019 0.0111 -0.0061 0.0240
H 6.154044 2.612054 -0.590496 0.0002 -0.0004 -0.0235
H 5.076096 4.624050 0.383799 -0.0248 0.0053 0.0168
H 2.625477 4.701226 0.600331 -0.0273 0.0027 -0.0390
H 0.466555 3.860096 -0.010656 -0.0080 -0.0278 0.1192
H -1.598233 3.139739 0.071843 0.0589 0.0178 0.1080
H -1.577178 1.883950 1.338130 -0.0510 0.0376 -0.0217
H -1.909578 1.467242 -1.661147 -0.0268 0.0355 0.0226
H -3.179132 1.302969 -0.433207 0.0062 -0.0683 -0.0250
H -3.553109 -0.767386 -1.034617 0.0271 0.0157 0.0074
H -4.348097 -2.778200 -1.599132 -0.0272 0.0152 0.0700
H -4.295426 -5.233349 -1.566152 0.0095 0.0114 -0.0190
H -2.323546 -6.404774 -0.616087 0.0252 -0.0044 0.0227
H -0.424365 -5.104065 0.286806 0.0028 0.0095 0.0048
Cl 1.228911 -1.619949 4.443229 -0.1605 0.0950 -0.3659
Ge 0.154286 -0.434156 2.957957 0.3973 0.4015 -0.1799
Cl 0.888284 1.624099 3.358204 -0.1073 -0.2475 0.0241
Cl -1.883356 -0.366901 3.749913 0.1330 -0.0598 -0.2507
```
Positions in Å, forces in eV/Å.

Summary:
* ΔE to the lowest compared entry with this formula, charge and spin: 44.8 kJ/mol
* M: 564.0 g/mol
* 2S+1: 2
* HOMO level (spin up / spin down): -7.8 / -8.1 eV

No. 2
Formula: C16H14FeO5
Source: the Open Molecules 2025 dataset
Level of theory: ωB97M-V/def2-TZVPD

```
36
Properties=species:S:1:pos:R:3:forces:R:3
O -3.456584 3.142844 0.291117 -1.5633 -1.6747 -1.0203
C -4.085762 2.224000 -0.072152 2.2869 3.3232 1.7460
Fe -4.717576 0.602201 -0.369399 1.1020 -1.9690 -0.9930
C -5.480742 0.426896 1.262008 -1.0275 0.9186 4.6396
O -5.692829 0.609151 2.399263 0.3941 -0.7617 -3.2031
C -6.089258 1.131163 -1.346708 -3.7660 2.8765 0.1224
O -7.016573 1.836593 -1.427787 1.6927 -1.7739 -0.8533
C -1.351874 0.024344 0.938685 -3.4358 0.5442 -0.4652
C -1.361156 0.704052 -0.424544 -0.4448 0.7351 0.2480
C -2.721167 0.612454 -1.171990 1.7101 -1.6936 -1.3032
C -3.301299 -0.705783 -1.167865 -0.4338 1.4572 0.1131
C -3.317400 -1.293050 0.132496 1.8667 -2.0543 0.4140
C -2.308725 -0.963461 1.104851 -0.7660 -0.2582 0.0987
H -0.880189 0.497547 1.791564 -0.6009 -0.3151 -0.5099
H -1.089884 1.773695 -0.315466 0.1273 -0.5570 -0.1486
H -0.612729 0.180302 -1.076358 -0.3041 0.6078 0.3278
H -2.768168 1.173916 -2.117846 0.2572 -0.2893 0.3682
H -3.700673 -1.222513 -2.053897 -0.1634 0.5184 0.5454
H -4.020756 -2.122598 0.320511 0.6157 0.3577 -0.0055
H -2.353251 -1.532837 2.041430 -0.0842 0.5069 -0.1581
C 6.470851 -1.318536 -0.905219 -0.2537 0.4350 0.0489
O 5.713404 -0.103736 -0.931899 -0.5126 0.0151 0.3771
C 4.566178 -0.097533 -0.213024 0.0656 -0.3417 0.0150
C 3.721108 1.035797 -0.356766 0.2834 -0.2113 0.0365
C 2.492314 1.049093 0.245067 -0.2242 0.1390 -0.0848
C 1.988326 -0.098800 1.016623 -0.5408 -0.1046 0.0189
O 0.789291 -0.201659 1.425946 4.0225 0.0123 -0.4303
C 2.954522 -1.163683 1.235210 -0.2542 0.0293 0.0123
C 4.182373 -1.171213 0.634764 0.3111 0.0193 -0.0932
H 7.312443 -1.158220 -1.563060 0.1234 -0.0082 -0.0871
H 6.805839 -1.516733 0.106877 0.2325 -0.1004 0.1105
H 5.850178 -2.136624 -1.256127 0.0216 -0.2039 -0.1165
H 4.113607 1.857570 -0.970368 -0.3979 -0.3076 0.3116
H 1.853365 1.927107 0.107281 0.0622 -0.4429 0.1560
H 2.648041 -1.993350 1.867695 -0.0092 0.1697 -0.1014
H 4.864757 -2.008397 0.819085 -0.3925 0.4020 -0.1364
```
Positions in Å, forces in eV/Å.

Summary:
* ΔE to the lowest compared entry with this formula, charge and spin: 0.0 kJ/mol
* M: 342.1 g/mol
* 2S+1: 5
* HOMO level (spin up / spin down): -5.9 / -8.0 eV

No. 3
Formula: C16H14N5O2PtS2
Source: the Open Molecules 2025 dataset
Level of theory: ωB97M-V/def2-TZVPD

```
40
Properties=species:S:1:pos:R:3:forces:R:3
Pt -0.494940 -0.003487 0.579377 -0.2342 -0.2465 1.3103
N 1.559578 -0.824106 1.203605 0.2231 0.0915 0.0714
C 2.203470 -0.328988 2.462003 -0.2978 0.1812 0.0588
C 1.348516 -0.641775 3.699821 -0.4724 0.7961 0.0102
C -0.038362 0.094506 3.601916 -0.9140 -1.6288 -1.0550
O -0.322819 1.038042 4.380366 0.8206 -1.5772 -0.9048
O -0.843311 -0.429738 2.662573 1.6267 1.4851 2.4778
H 1.376104 -1.819380 1.280919 0.3085 -0.0240 0.0056
H 2.172493 -0.656930 0.409057 0.0001 -0.1350 0.1248
H 2.340798 0.757385 2.384867 -0.0976 -0.2425 -0.1811
H 3.204898 -0.758033 2.603136 -0.2730 -0.0641 -0.1881
H 1.889471 -0.273719 4.579301 -0.1664 -0.1074 -0.1530
H 1.219994 -1.734087 3.797801 -0.2671 0.4981 -0.0116
S -2.043302 2.449598 4.022471 -0.4970 0.1312 0.9413
C -1.539859 2.597920 2.477333 1.3090 1.7938 -1.5809
S -2.422104 1.691280 1.357543 -0.3727 -0.4767 -0.1685
C -0.345372 3.347006 2.059602 -1.1253 -0.8531 1.4394
C 0.377528 2.693629 1.065474 1.3833 -2.5555 -2.9028
N 0.808183 1.901175 0.279641 -0.6665 3.1268 2.2977
C 0.277103 4.317794 2.889574 1.5217 2.6984 1.9375
N 0.798540 5.158105 3.545550 -1.7148 -2.7868 -2.1361
N -1.019792 -2.184873 -0.303003 0.2886 0.0731 0.5864
C -0.582875 -2.111853 -1.671325 0.0000 0.1390 0.3318
C -0.050086 -3.179813 -2.382483 -0.7238 1.2427 0.1930
C 0.270871 -2.977098 -3.744371 0.1799 0.2967 -0.1897
C 0.051399 -1.764475 -4.368478 -0.0983 -0.3260 0.4587
C -0.456511 -0.640712 -3.656653 -0.0691 -0.6536 1.5619
C -0.675517 0.624103 -4.229100 -0.1568 0.5885 0.9600
C -1.115744 1.651142 -3.405865 0.0336 -0.7096 0.1251
C -1.260236 1.453973 -2.007350 0.4324 -1.3955 0.2029
N -0.987893 0.275944 -1.373491 -0.4408 0.6476 -4.1098
C -0.706864 -0.800376 -2.229966 0.4737 0.1579 -0.8568
H -0.590486 -2.900899 0.279993 -0.4124 -0.0199 -0.4130
H -2.023495 -2.097986 -0.135106 0.3585 -0.3827 -0.2775
H 0.053356 -4.146328 -1.901072 0.0107 0.0571 -0.1328
H 0.703546 -3.798785 -4.310106 -0.1453 0.1544 0.0766
H 0.283093 -1.654240 -5.419930 -0.0380 0.0229 -0.0002
H -0.476142 0.782294 -5.280183 -0.0796 0.0554 -0.0277
H -1.330998 2.624425 -3.822410 -0.0265 0.0386 0.1068
H -1.612239 2.269365 -1.381047 0.3189 -0.0914 0.0112
```
Positions in Å, forces in eV/Å.

Summary:
* ΔE to the lowest compared entry with this formula, charge and spin: 0.0 kJ/mol
* M: 567.5 g/mol
* charge: +1
* 2S+1: 5
* HOMO level (spin up / spin down): -10.9 / -11.6 eV

No. 4
Formula: C16H14N6O6SV
Source: the Open Molecules 2025 dataset
Level of theory: ωB97M-V/def2-TZVPD

```
44
Properties=species:S:1:pos:R:3:forces:R:3
V 0.505278 0.095237 1.216553 -1.7429 -3.0718 -0.9156
N -1.276565 2.926277 -5.278350 0.0702 0.0303 -0.1178
C -0.993488 2.972870 -3.934350 0.0114 0.0627 0.2091
C -1.516852 3.996466 -3.134704 0.0314 -0.0922 -0.1022
C -1.187116 4.074212 -1.796819 -0.0771 -0.0051 0.0788
C -0.332446 3.136980 -1.245133 0.1367 0.0523 0.4282
C 0.192002 2.111232 -2.016933 0.0238 0.0429 -0.0067
C -0.142027 2.024136 -3.353704 -0.0213 -0.0307 -0.0287
S 0.147773 3.273201 0.457650 0.0444 0.0642 -0.0482
O -0.586750 4.333857 1.077033 -0.2189 -0.0486 -0.1099
O 1.577325 3.287313 0.523064 0.0012 -0.1289 -0.0373
N -0.282679 1.809114 1.121563 -0.5532 2.2465 -0.3907
C -1.449103 1.220693 0.850241 -1.2333 0.2025 -0.0595
N -1.402309 -0.138015 1.125210 -3.0427 0.2601 0.2898
C -2.563792 -0.787096 1.035295 -0.0267 0.1190 -0.0959
C -3.726403 -0.177469 0.602766 0.0093 -0.2435 0.0576
C -3.633706 1.157455 0.238198 0.3713 0.1510 0.0534
N -2.512465 1.853544 0.360651 -0.2838 0.0691 -0.1779
H -2.028929 3.487518 -5.632230 -0.0321 -0.0489 -0.0178
H -1.059972 2.090310 -5.788770 -0.0610 -0.0073 -0.0163
H -2.181959 4.725934 -3.579834 -0.0040 0.0428 0.0202
H -1.590502 4.846789 -1.156871 -0.0259 0.0353 -0.0372
H 0.868109 1.394776 -1.560778 0.0174 0.0196 -0.1221
H 0.263822 1.230846 -3.969312 0.0350 -0.0180 0.0080
H -2.563773 -1.830931 1.318963 0.0002 0.0063 0.0232
H -4.654964 -0.724335 0.555000 -0.0084 -0.0031 -0.0292
H -4.480739 1.709554 -0.152109 -0.0839 -0.0714 0.0155
C -0.451267 -3.975220 1.449991 -0.0031 0.0320 -0.0053
C 0.879818 -3.348586 1.649413 -0.0115 -0.0549 -0.0095
N 1.207155 -2.082583 1.520577 0.2156 -0.1583 0.0560
C 2.558772 -1.992088 1.805208 0.1844 -0.5008 0.1764
C 3.055890 -3.239402 2.108635 -0.1646 0.5847 -0.1532
N 1.960272 -4.078079 1.999556 0.1108 -0.0512 0.0149
C 4.429218 -3.673694 2.456156 0.0451 -0.0972 0.0389
O 4.608715 -5.015059 2.635061 0.1073 -0.0786 0.0490
O 5.353216 -2.939350 2.586302 -0.0742 -0.0096 0.0099
C 3.149042 -0.604993 1.729820 0.5485 -0.6085 0.0987
O 4.298630 -0.336274 1.939306 -0.2638 0.0553 -0.1513
O 2.172800 0.193731 1.409092 6.1442 1.2319 1.1049
H -1.172792 -3.208122 1.196996 -0.0016 -0.0104 -0.0350
H -0.778649 -4.484727 2.356920 -0.0370 0.0116 -0.0005
H -0.419150 -4.703457 0.638829 -0.0187 0.0068 -0.0104
H 1.931614 -5.066716 2.178281 -0.0859 -0.0009 -0.0053
H 3.828946 -5.545850 2.457567 -0.0322 0.0132 -0.0490
```
Positions in Å, forces in eV/Å.

Summary:
* M: 469.3 g/mol
* 2S+1: 4
* HOMO level (spin up / spin down): -6.9 / -8.2 eV

No. 5
Formula: C16H14N6OS2
Source: the Open Molecules 2025 dataset
Level of theory: ωB97M-V/def2-TZVPD

```
39
Properties=species:S:1:pos:R:3:forces:R:3
C -3.472622 -2.029270 -1.286665 -0.3326 -0.1793 -0.3524
N -2.575702 -1.281837 -0.454840 0.6184 0.4056 0.5676
C -1.382354 -1.716773 0.042245 0.0334 0.0624 0.1095
S -0.721474 -3.281178 -0.316205 0.1425 -0.3238 -0.1170
C 0.625012 -3.367444 0.909842 -0.1459 0.0620 -0.1767
C 1.918451 -2.700545 0.429837 -0.3586 -0.0944 0.2017
O 2.850466 -3.367445 0.037388 0.2015 -0.2163 -0.1010
N 1.863521 -1.355935 0.527344 -0.1621 0.2969 0.1683
C 2.833281 -0.403494 0.202746 0.1693 0.3075 -0.0868
C 4.123746 -0.764580 -0.234061 0.2266 -0.2923 -0.0829
C 5.065375 0.186337 -0.536738 -0.1972 0.1807 0.0710
C 4.724315 1.534350 -0.404177 -0.5546 0.0599 0.1821
C 5.367550 2.783980 -0.600409 -0.2482 0.0646 0.0816
N 4.561899 3.774653 -0.317235 0.3770 0.6154 -0.1178
N 3.391338 3.240196 0.064623 -0.2188 -0.1798 0.0721
C 3.422459 1.883410 0.035205 0.5541 -0.3046 -0.1892
C 2.465477 0.925346 0.342365 -0.0285 -0.2155 0.0036
N -0.842309 -0.797924 0.804980 0.2161 -0.8625 -0.1206
N -1.664161 0.255505 0.821568 -0.8103 0.9341 -0.0287
C -2.703897 -0.014764 0.070782 0.6567 -0.4449 0.1048
C -3.785830 0.900482 -0.130501 -0.5617 0.5849 0.0435
C -4.776183 0.930684 -1.078025 0.3833 -0.1609 0.2166
C -5.637781 2.033047 -0.925777 -0.1752 0.2904 0.1190
C -5.296228 2.823171 0.126801 0.2689 -0.1490 0.1145
S -3.910207 2.246961 0.956994 -0.2791 -0.2530 -0.4409
H -3.403050 -1.697823 -2.324862 -0.0451 -0.0509 0.0440
H -3.195490 -3.082116 -1.235690 -0.1063 0.0575 0.0024
H -4.495248 -1.904491 -0.929591 0.0611 -0.0605 -0.0387
H 0.254136 -2.920622 1.830944 0.0288 -0.0649 0.0502
H 0.809651 -4.433218 1.042509 0.0334 0.1295 0.0032
H 0.965268 -0.957930 0.827414 0.1849 -0.2572 -0.0303
H 4.358439 -1.811433 -0.327362 0.0013 -0.0177 -0.0035
H 6.051094 -0.099709 -0.869766 0.0880 -0.0844 -0.0297
H 6.368855 2.974718 -0.931188 0.2121 0.1078 -0.0694
H 2.629086 3.840208 0.331772 0.1572 -0.0553 -0.0549
H 1.475191 1.196722 0.676616 -0.1467 0.0003 0.0487
H -4.880298 0.215687 -1.872590 0.0227 -0.1601 -0.1195
H -6.473396 2.226549 -1.573851 -0.1439 0.0710 -0.0872
H -5.779882 3.717960 0.464320 -0.1225 0.1969 0.0426
```
Positions in Å, forces in eV/Å.

Summary:
* M: 370.5 g/mol
* SMILES string: Cn1c(SCC(=O)Nc2ccc3cn[nH]c3c2)nnc1-c1cccs1
* HOMO level: -7.9 eV

- Which value of M does entry 1 give?
  564.0 g/mol